(1)
{
  "formula": "C27H35ClHgN4P2",
  "method": "ωB97M-V/def2-TZVPD",
  "symbols": ["Hg", "C", "C", "C", "C", "C", "C", "C", "C", "C", "H", "H", "H", "H", "H", "H", "H", "H", "H", "H", "H", "H", "H", "H", "H", "P", "P", "N", "N", "N", "N", "C", "C", "C", "C", "C", "C", "C", "C", "C", "C", "C", "C", "C", "C", "C", "C", "C", "C", "H", "H", "H", "H", "H", "H", "H", "H", "H", "H", "H", "H", "H", "H", "H", "H", "H", "H", "H", "H", "Cl"],
  "positions_angstrom": [[0.10523, -3.40188, 2.14859], [-1.08849, 2.76529, 5.33767], [-1.31783, 1.70113, 4.56526], [-1.06359, 1.58390, 3.09750], [0.23690, 0.81162, 2.71351], [1.58413, 1.37534, 3.08835], [1.85860, 2.62741, 3.54112], [0.89706, 3.73736, 3.90890], [0.08894, 3.69157, 5.24770], [0.81451, -3.08535, 4.16521], [-1.72116, 2.95072, 6.22700], [-1.62071, 0.72379, 5.01944], [-1.03797, 2.62034, 2.73015], [-1.89282, 1.02656, 2.61137], [0.22907, -0.22672, 3.10151], [0.23907, 0.75422, 1.60233], [2.44678, 0.82245, 2.69052], [2.90258, 2.94636, 3.59798], [0.18752, 3.84273, 3.06643], [1.51366, 4.65677, 3.98181], [0.77339, 3.44228, 6.08123], [-0.30335, 4.71006, 5.42862], [-0.07841, -2.87989, 4.79288], [1.38725, -2.15849, 4.18098], [1.38603, -3.89682, 4.65315], [1.35687, -1.34929, -1.29615], [-1.99277, -0.77231, -1.12913], [2.62794, -0.13157, -1.48082], [2.23152, -2.52956, -2.32361], [-2.01423, 0.97334, -1.28096], [-3.62279, -1.12615, -2.01881], [0.38227, -0.59118, -2.72320], [-1.06967, -1.07077, -2.75369], [3.49876, 0.14923, -0.42175], [4.53034, 0.95751, -0.89704], [4.29719, 1.16849, -2.29223], [3.12492, 0.49674, -2.62531], [2.46248, -3.83979, -1.88558], [2.87489, -4.59486, -2.96356], [2.89534, -3.74046, -4.10412], [2.56037, -2.47389, -3.68058], [-1.54918, 1.86361, -0.30009], [-1.52455, 3.14928, -0.82121], [-2.04418, 3.06638, -2.15529], [-2.28197, 1.73166, -2.42088], [-4.50103, -0.56561, -2.94242], [-5.63363, -1.36938, -3.06155], [-5.39030, -2.53594, -2.28077], [-4.14015, -2.38868, -1.70873], [0.80789, -0.85030, -3.70689], [0.42836, 0.50827, -2.61149], [-1.61666, -0.58405, -3.58556], [-1.14642, -2.16934, -2.88031], [3.29356, -0.22242, 0.56711], [5.35013, 1.35747, -0.32494], [4.88804, 1.73782, -2.98953], [2.57804, 0.45854, -3.55207], [2.30227, -4.09561, -0.84281], [3.11827, -5.65657, -2.95962], [3.08698, -4.01681, -5.14180], [2.52186, -1.53145, -4.22206], [-1.27668, 1.51056, 0.68262], [-1.13836, 4.04229, -0.34550], [-2.22168, 3.87601, -2.84259], [-2.60285, 1.23862, -3.33004], [-4.26825, 0.34020, -3.48953], [-6.52031, -1.12507, -3.63215], [-6.06105, -3.37732, -2.14301], [-3.55766, -3.08215, -1.10616], [-1.57037, -3.97622, 0.44456]],
  "lowdin_charge": [0.82, -0.12, -0.12, -0.21, -0.19, -0.10, -0.09, -0.20, -0.19, -0.33, 0.11, 0.12, 0.09, 0.12, 0.08, 0.08, 0.09, 0.09, 0.10, 0.11, 0.12, 0.11, -0.02, -0.06, -0.02, 1.09, 1.08, -0.28, -0.26, -0.28, -0.23, -0.40, -0.40, -0.15, -0.09, -0.08, -0.15, -0.16, -0.11, -0.09, -0.15, -0.14, -0.08, -0.08, -0.16, -0.15, -0.10, -0.11, -0.20, 0.06, 0.08, 0.08, 0.09, 0.08, 0.09, 0.09, 0.09, 0.09, 0.10, 0.10, 0.09, 0.05, 0.09, 0.09, 0.08, 0.08, 0.09, 0.09, 0.02, -0.30],
  "total_charge": 0,
  "gap_ev": 7.41,
  "e_homo_ev": -7.975
}

---

(2)
{
  "formula": "C27H35ClLaN2O5S",
  "method": "ωB97M-V/def2-TZVPD",
  "symbols": ["La", "Cl", "N", "N", "C", "C", "C", "C", "C", "C", "H", "H", "H", "H", "H", "H", "C", "C", "C", "C", "H", "H", "H", "H", "H", "H", "O", "H", "H", "O", "H", "H", "C", "C", "C", "H", "H", "C", "C", "H", "C", "C", "C", "C", "H", "C", "H", "H", "H", "H", "H", "H", "H", "H", "C", "C", "C", "C", "C", "C", "C", "S", "O", "O", "O", "H", "H", "H", "H", "H", "H", "H"],
  "positions_angstrom": [[0.23070, 0.01691, 0.87810], [2.11302, -0.05049, -1.07348], [0.08176, 2.40886, 0.27494], [-0.07645, -2.43320, 0.37329], [-0.37362, 2.90489, -0.86560], [-0.46293, -2.87564, -0.81341], [1.14482, 3.33577, 0.78857], [1.33138, 4.30271, -0.37499], [2.44841, 2.63384, 1.14006], [0.59121, 4.03036, 2.02799], [2.80139, 2.01102, 0.30880], [2.33463, 2.01200, 2.03901], [3.19417, 3.40848, 1.35410], [-0.23597, 4.69141, 1.73990], [1.38006, 4.62080, 2.50809], [0.22462, 3.28851, 2.74871], [0.99732, -3.35313, 0.87723], [1.25283, -4.25973, -0.32185], [0.46010, -4.17611, 2.03823], [2.23906, -2.60347, 1.32944], [2.61340, -1.95355, 0.52829], [3.00767, -3.34000, 1.57990], [2.03836, -2.00999, 2.23230], [-0.38774, -4.78167, 1.69165], [0.14297, -3.52671, 2.86092], [1.25735, -4.83988, 2.39246], [0.31572, -3.80962, -1.35780], [0.99214, -5.30678, -0.11584], [2.26406, -4.19365, -0.72936], [0.35256, 3.88656, -1.38760], [2.32044, 4.26465, -0.84013], [1.08296, 5.33804, -0.10938], [-1.61708, 2.52148, -1.60095], [-1.67499, -2.47826, -1.59381], [-1.57411, -1.20491, -2.41640], [-2.48613, -2.38125, -0.84538], [-1.95225, -3.32591, -2.23017], [-1.61101, 0.02043, -1.73903], [-1.54868, 1.24390, -2.41710], [-1.84833, 0.01751, -0.66802], [-1.56718, 1.24539, -3.82011], [-1.54024, 0.01973, -4.49485], [-1.64295, 2.51951, -4.60860], [-1.58522, -1.20514, -3.82080], [-1.54160, 0.01908, -5.59192], [-1.66830, -2.47291, -4.61977], [-1.68976, -2.18561, -5.67991], [-2.57939, -3.04860, -4.39817], [-0.79786, -3.11709, -4.43293], [-2.55389, 3.09421, -4.38257], [-1.66006, 2.24663, -5.67239], [-0.77221, 3.15851, -4.40502], [-1.92515, 3.36869, -2.22407], [-2.39737, 2.42222, -0.82159], [-0.67767, 2.16194, 9.27238], [-0.80479, 1.71077, 7.84469], [-1.77714, 0.76725, 7.45564], [-1.77488, 0.21396, 6.16823], [-0.80484, 0.62012, 5.23405], [0.06649, 1.66160, 5.56421], [0.04180, 2.20803, 6.84349], [-0.43676, -0.33328, 3.79428], [-0.19039, -1.68776, 4.22798], [-1.48701, -0.19364, 2.72773], [0.78881, 0.33971, 3.18236], [-1.60781, 2.56439, 9.67940], [-0.38908, 1.32875, 9.92045], [0.09081, 2.93005, 9.36261], [-2.51175, 0.44208, 8.19666], [-2.48874, -0.57172, 5.92608], [0.84037, 1.97069, 4.86457], [0.72054, 3.02943, 7.08756]],
  "lowdin_charge": [1.67, -0.19, -0.11, -0.09, -0.45, -0.45, -0.57, -0.08, -0.08, -0.04, 0.01, 0.06, 0.09, 0.09, 0.08, 0.07, -0.57, -0.08, -0.05, -0.09, 0.00, 0.09, 0.06, 0.09, 0.06, 0.08, -0.03, 0.12, 0.12, -0.03, 0.12, 0.12, -0.09, -0.10, -0.16, 0.11, 0.10, -0.07, -0.17, 0.06, -0.23, -0.01, -0.06, -0.22, 0.11, -0.06, 0.07, 0.08, 0.09, 0.08, 0.07, 0.09, 0.10, 0.11, -0.06, -0.27, -0.04, -0.04, -0.26, -0.05, -0.04, 0.50, -0.29, -0.49, -0.56, 0.08, 0.08, 0.07, 0.11, 0.12, 0.11, 0.11],
  "total_charge": -1,
  "gap_ev": [2.65, 2.91],
  "e_homo_ev": [-0.425, -0.685]
}

---

(3)
{
  "formula": "C27H35ClN4P2Pd",
  "method": "ωB97M-V/def2-TZVPD",
  "symbols": ["Pd", "C", "C", "C", "C", "C", "C", "C", "C", "C", "H", "H", "H", "H", "H", "H", "H", "H", "H", "H", "H", "H", "H", "H", "H", "P", "P", "N", "N", "N", "N", "C", "C", "C", "C", "C", "C", "C", "C", "C", "C", "C", "C", "C", "C", "C", "C", "C", "C", "H", "H", "H", "H", "H", "H", "H", "H", "H", "H", "H", "H", "H", "H", "H", "H", "H", "H", "H", "H", "Cl"],
  "positions_angstrom": [[-0.01980, -1.34582, 4.38585], [-1.15337, 1.42720, 4.98067], [-1.38543, 0.57686, 3.92000], [-1.00759, 0.85304, 2.49313], [0.34107, 0.32966, 1.93366], [1.35154, 0.03632, 3.02340], [1.75259, 1.02832, 3.90366], [1.09142, 2.32630, 4.04341], [-0.08429, 2.42586, 5.10120], [1.14867, -1.21138, 6.11906], [-1.78747, 1.28192, 5.85381], [-2.24319, -0.10822, 4.02758], [-1.10183, 1.92984, 2.30239], [-1.79170, 0.34476, 1.91087], [0.14790, -0.58694, 1.35833], [0.75203, 1.06890, 1.23078], [2.00151, -0.83892, 2.85835], [2.56036, 0.80273, 4.60521], [0.72380, 2.69715, 3.07896], [1.85487, 3.02944, 4.39388], [0.34573, 2.35455, 6.11886], [-0.54249, 3.43211, 5.01338], [0.89303, -0.29806, 6.67832], [2.20634, -1.17625, 5.83641], [0.90288, -2.10912, 6.67593], [1.42140, -1.00562, -1.64806], [-1.94993, -0.60091, -1.43762], [2.86840, 0.01476, -1.85267], [2.11907, -2.29259, -2.72123], [-2.17599, 1.17286, -1.56795], [-3.60620, -0.94487, -2.04072], [0.40681, -0.17458, -2.97060], [-1.02151, -0.77584, -3.06099], [3.62554, 0.42352, -0.75318], [4.67021, 1.22125, -1.20289], [4.57461, 1.30946, -2.63423], [3.45091, 0.56269, -3.01491], [2.27016, -3.60425, -2.26496], [2.75851, -4.39515, -3.29507], [2.90000, -3.55416, -4.44487], [2.50936, -2.27273, -4.06744], [-1.91784, 1.91287, -0.41671], [-1.95769, 3.26004, -0.69613], [-2.22199, 3.38594, -2.09858], [-2.33005, 2.09220, -2.61300], [-4.44667, -0.28134, -2.95003], [-5.53377, -1.09851, -3.25369], [-5.36624, -2.31956, -2.51449], [-4.18884, -2.19451, -1.78207], [0.89186, -0.22559, -3.96334], [0.35351, 0.88800, -2.67238], [-1.56959, -0.31608, -3.90725], [-0.95652, -1.86351, -3.23927], [3.33411, 0.10585, 0.22993], [5.41924, 1.70509, -0.58828], [5.21806, 1.85497, -3.30550], [3.02952, 0.40281, -3.99067], [2.00204, -3.84150, -1.24293], [2.99242, -5.44898, -3.24041], [3.24010, -3.84669, -5.43355], [2.46938, -1.36821, -4.65762], [-1.71043, 1.38658, 0.49632], [-1.82382, 4.05032, 0.02824], [-2.31681, 4.31401, -2.64558], [-2.51146, 1.76834, -3.63145], [-4.22768, 0.72216, -3.28619], [-6.34840, -0.85935, -3.93490], [-6.02833, -3.17192, -2.52817], [-3.71064, -2.86238, -1.09033], [-1.56142, -1.50517, 6.05832]],
  "lowdin_charge": [0.72, -0.05, -0.20, -0.21, -0.21, -0.20, -0.06, -0.15, -0.12, -0.24, 0.12, 0.08, 0.12, 0.10, 0.08, 0.12, 0.11, 0.12, 0.12, 0.13, 0.14, 0.15, 0.01, 0.01, -0.02, 1.11, 1.08, -0.29, -0.20, -0.26, -0.27, -0.39, -0.39, -0.15, -0.07, -0.04, -0.12, -0.01, 0.03, 0.04, 0.01, -0.18, -0.08, -0.06, -0.14, -0.13, -0.07, -0.08, -0.17, 0.07, 0.09, 0.09, 0.07, 0.08, 0.10, 0.11, 0.08, 0.13, 0.13, 0.13, 0.12, 0.03, 0.10, 0.11, 0.10, 0.08, 0.11, 0.10, 0.08, 0.25],
  "multiplicity": 5,
  "s2": 6.050,
  "total_charge": 2,
  "gap_ev": [6.25, 3.01],
  "e_homo_ev": [-12.287, -12.287]
}